DFT (ωB97M-V/def2-TZVPD) results for C3H9NO3 as an isolated structure at a distorted geometry.

Output
**Orbital gap**: 9.77 eV
**Energy above the lowest of the compared OMol25 structures with the same formula, charge and spin**: 6.334 eV
**Electronic energy**: -399.9887 hartree
**LUMO level**: 0.699 eV
**Charge**: 0
**HOMO**: -9.08 eV

Cartesian coordinates (Å):
C1 0.87 -1.19 -0.97
C2 0.47 0.23 -1.16
C3 1.06 1.29 -0.58
O1 -0.61 0.33 -1.98
H1 -0.89 1.26 -2.06
H2 1.80 -1.26 -0.42
H3 0.09 -1.71 -0.41
H4 0.98 -1.68 -1.94
H5 1.96 1.15 0.00
H6 0.73 2.30 -0.76
N1 -1.82 -0.31 1.29
O2 -0.53 0.63 1.97
O3 -1.23 -1.44 1.69
H7 -0.33 -0.50 2.14
H8 -0.04 0.90 1.16
H9 -2.49 -0.02 2.03

DFT (ωB97M-V/def2-TZVPD) results for a 3-piece molecular cluster, C3H9NO3 overall at a distorted geometry.

Output
**Orbital gap**: 5.12 eV
**Energy above the lowest of the compared OMol25 structures with the same formula, charge and spin**: 5.987 eV
**Electronic energy**: -400.0015 hartree
**LUMO level**: -3.506 eV
**Charge**: 0
**HOMO**: -8.63 eV

Cartesian coordinates (Å):
C1 -0.22 -0.45 1.20
N1 -0.36 0.85 0.57
C2 -1.57 1.11 -0.04
C3 -2.40 0.13 -0.67
O1 2.23 -1.45 0.07
O2 -2.06 -1.03 -0.82
H1 -1.06 -0.85 1.75
H2 -0.01 -1.25 0.46
H3 0.69 -0.37 1.80
H4 0.41 1.07 -0.12
H5 -1.83 2.16 -0.09
H6 -3.39 0.52 -0.94
H7 3.15 -1.71 -0.04
H8 2.09 -0.53 -0.55
H9 2.32 1.06 -1.72
O3 2.03 0.76 -0.85

DFT (ωB97M-V/def2-TZVPD) results for one molecule with the formula C3H9NO3 at a distorted geometry.

Output
**Orbital gap**: 10.11 eV
**SMILES string**: C[C@@H](O)NC(O)O
**Energy above the lowest of the compared OMol25 structures with the same formula, charge and spin**: 2.214 eV
**Electronic energy**: -400.1401 hartree
**LUMO level**: 0.581 eV
**Charge**: 0
**HOMO**: -9.53 eV

Cartesian coordinates (Å):
C1 -1.48 -1.08 0.33
C2 0.42 0.47 0.22
C3 2.18 0.53 0.18
N1 0.17 -0.87 0.44
O1 -1.84 -1.21 -1.01
O2 -2.20 -0.07 0.97
O3 -0.06 0.96 -1.00
H1 -1.35 -0.50 -1.46
H2 -2.55 0.51 0.27
H3 0.14 1.91 -1.03
H4 0.54 -1.44 -0.32
H5 -1.68 -2.03 0.83
H6 0.12 1.11 1.05
H7 2.44 1.54 0.50
H8 2.51 0.36 -0.85
H9 2.64 -0.18 0.87

DFT (ωB97M-V/def2-TZVPD) results for one molecule with the formula C3H9NO3S at a distorted geometry.

Output
**Orbital gap**: 10.38 eV
**SMILES string**: COS(=O)(=O)[C@H](C)N
**Energy above the lowest of the compared OMol25 structures with the same formula, charge and spin**: 3.588 eV
**Electronic energy**: -798.2703 hartree
**LUMO level**: 0.560 eV
**Charge**: 0
**HOMO**: -9.82 eV

Cartesian coordinates (Å):
C1 1.73 0.18 -0.88
C2 -2.17 1.68 0.13
C3 1.27 -0.53 0.36
N1 1.49 -1.94 0.39
O1 -1.33 -0.71 1.31
O2 -0.96 -1.38 -0.96
O3 -0.93 1.35 -0.41
S1 -0.64 -0.49 0.11
H1 1.06 1.17 -0.90
H2 2.78 0.42 -0.62
H3 1.38 -0.40 -1.71
H4 -2.84 1.02 -0.27
H5 -2.37 2.79 0.08
H6 -2.13 1.60 1.17
H7 1.48 -0.13 1.39
H8 1.07 -2.38 -0.40
H9 1.11 -2.25 1.22

Among the records above, which one has the highest electronic energy?
number 1

What did the first record say?
DFT (ωB97M-V/def2-TZVPD) results for C3H9NO3 as an isolated structure at a distorted geometry.

Output
**Orbital gap**: 9.77 eV
**Energy above the lowest of the compared OMol25 structures with the same formula, charge and spin**: 6.334 eV
**Electronic energy**: -399.9887 hartree
**LUMO level**: 0.699 eV
**Charge**: 0
**HOMO**: -9.08 eV

Cartesian coordinates (Å):
C1 0.87 -1.19 -0.97
C2 0.47 0.23 -1.16
C3 1.06 1.29 -0.58
O1 -0.61 0.33 -1.98
H1 -0.89 1.26 -2.06
H2 1.80 -1.26 -0.42
H3 0.09 -1.71 -0.41
H4 0.98 -1.68 -1.94
H5 1.96 1.15 0.00
H6 0.73 2.30 -0.76
N1 -1.82 -0.31 1.29
O2 -0.53 0.63 1.97
O3 -1.23 -1.44 1.69
H7 -0.33 -0.50 2.14
H8 -0.04 0.90 1.16
H9 -2.49 -0.02 2.03

What is the HOMO in the second record?
-8.63 eV